The following is a DFT calculation (ωB97M-V with the def2-TZVPD basis set) of one molecule with the formula C3H7N5 in a non-equilibrium geometry.

Geometry as XYZ:
```
15
Properties=species:S:1:pos:R:3:forces:R:3:mulliken_charge:R:1
C 1.908672 -0.182643 0.054921 -2.47 -2.14 -0.37 0.53
C -0.239700 -0.921019 -0.446173 -0.04 -4.58 -2.63 0.12
C -2.100238 0.414768 0.351800 -4.56 -2.71 -1.50 0.03
H 1.091646 1.218061 -1.112452 1.15 0.00 0.38 0.26
H 2.441892 1.876094 -0.294308 -0.93 -2.04 0.45 0.25
H 2.549910 -1.410773 1.331360 0.38 1.11 -0.73 0.28
H -1.019577 -1.589017 -0.932021 1.10 0.09 0.96 0.24
H -0.164640 1.013395 0.057185 -0.34 -0.65 0.45 0.32
H -2.467565 1.389411 0.349767 1.13 2.41 0.76 0.31
H -3.273628 -1.221000 0.102202 0.18 0.65 0.67 0.19
N 1.715860 1.103300 -0.294277 -0.62 3.71 -3.23 -0.60
N 2.652717 -0.424080 0.993330 2.31 -2.25 3.03 -0.66
N 0.985635 -1.234908 -0.491833 1.71 1.59 0.05 -0.59
N -0.762507 0.191758 -0.089743 -3.99 5.02 2.67 -0.12
N -3.318475 -0.223343 0.420239 5.00 -0.20 -0.95 -0.56
```
Positions in Å, forces in eV/Å.

Calculated values
**Kohn-Sham gap**: 9.93 eV
**Total energy**: -10672.5187 eV
**Structure (SMILES)**: [H]/N=C\N/C=N\C(N)=N/[H]
**Multiplicity**: 1
**Relative energy (zero: lowest compared OMol25 entry of this formula, charge and spin)**: 57.2 kcal per mole
**LUMO level**: 0.0173 Eh